No. 1
DFT (the ωB97M-V functional and the def2-TZVPD basis) results for a 2-piece molecular cluster, C3H5NO2 overall at a distorted geometry.

Each line ends with the Löwdin charge.
Cartesian coordinates (Å):
H1 0.02774 1.26456 0.40407  0.119
H2 -0.07730 -0.28447 1.19218  0.114
O1 -2.91762 0.27192 1.01839  -0.012
H3 2.33236 0.53979 1.10666  0.118
C1 1.79614 0.08001 0.24764  -0.256
C2 0.28583 0.20445 0.27546  -0.269
C3 -3.26587 -0.15655 0.02302  -0.012
N1 -0.39554 -0.33897 -0.87973  -0.005
O2 2.39796 -0.48293 -0.63544  0.042
H4 -0.05826 -1.28405 -1.04479  0.079
H5 -0.12544 0.18625 -1.70746  0.081

Cartesian forces (eV/Å) of the 2 atoms listed first:
0.1 -0.1 0.0
0.1 0.1 -0.1

The largest force on an atom comes out at 1.4 eV/A. The orbital gap is 10.6 eV. Its total energy is -322.52220 hartree.

No. 2
DFT (the ωB97M-V functional and the def2-TZVPD basis) results for the molecule C5H11NO at a distorted geometry.

Each line ends with the Löwdin charge.
Cartesian coordinates (Å):
H1 -2.63342 1.13017 -0.05024  0.078
H2 0.72630 -0.01889 -1.00672  0.104
C1 2.84897 0.56163 -0.21544  -0.051
H3 -2.75160 -1.38896 -0.22868  0.077
H4 3.16496 0.68178 0.83224  0.091
C2 -1.56761 1.05804 0.19604  -0.102
H5 -1.46615 1.01628 1.28086  0.078
C3 0.60117 -0.29919 0.60981  -0.448
H6 -1.54572 -1.61570 1.05952  0.077
H7 2.78120 1.55810 -0.65927  0.079
N1 1.52609 -0.07648 -0.33517  0.008
H8 3.62317 -0.00785 -0.74250  0.075
O1 0.62375 -0.43995 1.80525  0.084
H9 -0.99160 -0.09667 -1.49046  0.142
C4 -0.92652 -0.20526 -0.35685  -0.347
H10 -1.08224 1.97547 -0.16549  0.081
C5 -1.68078 -1.46484 -0.01221  -0.107
H11 -1.28011 -2.33791 -0.54195  0.082

Cartesian forces (eV/Å) of the 2 atoms listed first:
0.1 -0.1 0.0
3.0 0.9 -1.6

As for the SMILES: CNC(=O)C(C)C. The largest force on an atom comes out at 3.5 eV/A. The orbital gap is 10.2 eV. Its total energy is -327.04891 hartree.

Energy above the lowest of the compared OMol25 structures with the same formula, charge and spin readings, ordered: 136.9 216.4 kJ/mol